{"formula": "C4H6N2O", "method": "the ωB97M-V functional and the def2-TZVPD basis", "species": ["H", "N", "C", "O", "C", "C", "N", "C", "H", "H", "H", "H", "H"], "coordinates": [[-1.865, -1.453, -0.898], [-1.910, -1.166, 0.120], [-0.853, -0.557, 0.396], [-0.945, -0.166, 1.742], [0.164, 0.842, 1.892], [0.876, 0.946, 0.721], [0.200, 0.043, -0.231], [0.627, -0.254, -1.498], [0.157, 1.208, 2.895], [1.613, 1.663, 0.443], [1.513, 0.241, -1.812], [0.613, -1.324, -1.622], [-0.190, -0.025, -2.149]], "lowdin_charge": [0.06, 0.14, -0.51, -0.01, 0.00, 0.01, -0.10, -0.07, 0.10, 0.10, 0.09, 0.10, 0.09], "smiles": "[H]/N=c1/occn1C", "homo_ev": -8.12}